No. 1
DFT (ωB97M-V with the def2-TZVPD basis set) results for 5 unconnected molecules or ions with the total composition C31H61BrN2O17PS5.

Geometry as XYZ:
```
118
C31H61BrN2O17PS5 | the OMol25 dataset | ωB97M-V with the def2-TZVPD basis set
C -3.902 4.550 0.875
C -3.069 4.252 -0.100
N -2.661 2.896 -0.441
C -3.563 2.061 -0.999
C -4.959 2.540 -1.213
C -5.885 2.084 -0.058
C -7.133 2.965 0.105
C -8.405 2.375 -0.527
C -8.710 3.012 -1.889
C -3.174 0.775 -1.355
P -4.321 -0.461 -2.104
N -3.928 -0.838 -3.562
C -1.862 0.405 -1.156
C -1.374 -0.958 -1.581
O -1.033 -1.149 -2.713
O -1.341 -1.849 -0.581
C -1.728 -3.187 -0.915
C -2.825 -3.640 0.017
O -3.202 -3.012 0.966
C -0.916 1.282 -0.576
C 0.503 0.791 -0.422
C 1.507 1.487 -1.345
C 2.916 0.950 -1.092
Br 3.452 -0.299 -2.465
C -1.353 2.522 -0.209
S -0.244 3.718 0.622
C 0.200 4.872 -0.637
O -0.960 4.378 1.669
O 0.939 3.012 1.009
H -4.629 3.880 1.304
H -3.893 5.559 1.260
H -2.649 5.013 -0.737
H -5.315 2.091 -2.139
H -4.994 3.613 -1.366
H -5.330 2.035 0.877
H -6.199 1.062 -0.262
H -7.320 3.052 1.174
H -6.959 3.970 -0.280
H -8.265 1.308 -0.705
H -9.254 2.494 0.140
H -8.725 4.095 -1.780
H -9.652 2.664 -2.300
H -7.893 2.785 -2.574
H -5.627 0.013 -1.954
H -4.186 -1.494 -1.161
H -4.680 -0.676 -4.220
H -0.871 -3.846 -0.774
H -2.069 -3.262 -1.947
H -3.285 -4.604 -0.260
H 0.796 0.931 0.616
H 0.571 -0.270 -0.630
H 1.199 1.271 -2.368
H 1.476 2.568 -1.230
H 3.631 1.760 -1.033
H 2.925 0.376 -0.171
H 1.182 5.210 -0.308
H 0.313 4.378 -1.597
H -0.482 5.712 -0.654
O -4.443 4.274 -4.915
S -3.346 5.132 -4.592
O -3.020 5.331 -3.205
O -3.545 6.529 -5.289
C -4.809 7.222 -5.100
C -4.923 7.874 -3.739
C -1.905 4.641 -5.468
H -5.628 6.528 -5.288
H -4.827 7.972 -5.887
H -4.980 7.131 -2.944
H -5.825 8.484 -3.702
H -4.059 8.507 -3.543
H -2.163 4.516 -6.516
H -1.578 3.695 -5.042
H -1.140 5.402 -5.339
O 5.565 -3.652 -0.834
S 4.332 -3.675 -0.113
O 3.844 -2.471 0.501
O 4.362 -4.841 0.945
C 5.482 -4.905 1.879
C 5.366 -3.895 2.998
C 3.061 -4.337 -1.133
H 6.415 -4.794 1.326
H 5.448 -5.913 2.280
H 5.470 -2.875 2.637
H 6.151 -4.071 3.732
H 4.395 -3.980 3.487
H 3.416 -5.262 -1.578
H 2.855 -3.594 -1.902
H 2.178 -4.506 -0.523
O 2.430 -9.155 2.129
S 2.628 -8.084 3.055
O 3.937 -7.540 3.245
O 2.012 -8.491 4.455
C 2.435 -9.751 5.036
C 3.821 -9.680 5.643
C 1.520 -6.766 2.698
H 2.364 -10.535 4.282
H 1.692 -9.961 5.801
H 4.584 -9.542 4.879
H 4.033 -10.607 6.175
H 3.892 -8.845 6.339
H 0.520 -7.172 2.579
H 1.869 -6.313 1.772
H 1.561 -6.045 3.510
O 5.830 0.758 3.576
S 6.707 0.172 2.607
O 7.302 -1.101 2.872
O 7.842 1.222 2.251
C 8.594 1.794 3.348
C 9.624 0.840 3.915
C 5.925 0.135 1.037
H 7.901 2.141 4.115
H 9.078 2.670 2.921
H 9.153 -0.007 4.410
H 10.245 1.362 4.644
H 10.261 0.448 3.122
H 5.507 1.119 0.841
H 5.138 -0.617 1.083
H 6.657 -0.140 0.282
```

The max |F| comes out at 0.0243 Eh/bohr. The net charge is +1. The HOMO energy is -11.9249 eV.

No. 2
DFT (ωB97M-V with the def2-TZVPD basis set) results for a molecular structure, C31H61Cl2F6N6O5SbSi2Sr.

Geometry as XYZ:
```
115
C31H61Cl2F6N6O5SbSi2Sr | the OMol25 dataset | ωB97M-V with the def2-TZVPD basis set
Sr -1.867 0.036 0.869
N -5.378 0.726 -1.975
C -4.691 -0.150 -1.244
N -3.397 0.064 -1.391
C -3.359 1.139 -2.227
N -4.542 1.559 -2.618
C -2.101 1.779 -2.618
C -2.089 2.860 -3.498
N -0.959 3.452 -3.852
C 0.152 2.972 -3.310
C 0.142 1.906 -2.418
N -0.984 1.293 -2.069
H -6.376 0.845 -2.053
H -5.143 -0.913 -0.632
H -3.012 3.240 -3.916
H 1.085 3.451 -3.579
H 1.068 1.561 -1.976
Cl 0.942 -1.899 1.992
C 2.054 -0.725 1.272
Cl 1.454 -0.178 -0.299
H 3.012 -1.213 1.128
H 2.125 0.151 1.909
F -2.220 -2.377 0.782
Sb -3.082 -2.374 2.551
F -1.713 -3.556 3.030
F -1.970 -0.912 3.136
F -3.932 -2.405 4.197
F -4.128 -0.944 1.791
F -4.204 -3.696 1.848
O -2.587 2.298 0.703
N -2.019 2.537 1.710
C 4.375 1.644 1.691
C 3.548 2.898 1.410
C 3.748 3.901 2.539
C 3.947 3.507 0.069
O 2.180 2.478 1.262
Si 0.835 2.841 2.148
O -0.337 1.944 1.431
O 1.168 2.368 3.670
C 0.472 2.434 4.920
C -0.754 1.532 4.841
C 1.461 1.915 5.957
C 0.076 3.870 5.233
O 0.526 4.440 2.183
C 0.053 5.423 1.267
C 1.045 6.582 1.301
C -1.314 5.877 1.759
C -0.036 4.840 -0.135
H 5.423 1.895 1.856
H 4.325 0.959 0.842
H 4.005 1.143 2.586
H 4.787 4.234 2.538
H 3.533 3.451 3.506
H 3.112 4.773 2.416
H 5.006 3.767 0.058
H 3.373 4.414 -0.124
H 3.755 2.796 -0.736
H -0.457 0.511 4.599
H -1.453 1.883 4.079
H -1.278 1.517 5.798
H 1.748 0.886 5.733
H 1.016 1.937 6.953
H 2.361 2.529 5.970
H -0.603 4.264 4.479
H 0.958 4.509 5.263
H -0.422 3.918 6.202
H 1.176 6.933 2.324
H 0.686 7.413 0.693
H 2.015 6.275 0.912
H -1.231 6.291 2.764
H -2.014 5.040 1.783
H -1.716 6.650 1.104
H 0.936 4.454 -0.445
H -0.339 5.614 -0.840
H -0.769 4.029 -0.177
C -1.807 -2.103 -3.366
C -0.686 -3.074 -3.773
C 0.377 -2.259 -4.523
C -1.251 -4.150 -4.734
Si -0.034 -4.068 -2.307
C -1.227 -5.121 -1.293
C -2.703 -4.718 -1.429
C -0.858 -5.151 0.206
C -1.058 -6.549 -1.879
C 1.823 -4.381 -2.146
C 2.691 -3.123 -2.306
C 2.246 -5.093 -0.854
C 2.089 -5.329 -3.351
H -2.100 -1.553 -4.262
H -1.475 -1.364 -2.635
H -2.697 -2.595 -2.971
H -0.110 -1.782 -5.376
H 1.195 -2.862 -4.919
H 0.797 -1.467 -3.901
H -1.672 -3.629 -5.597
H -2.051 -4.748 -4.296
H -0.479 -4.823 -5.113
H -2.892 -3.734 -1.005
H -3.293 -5.436 -0.858
H -3.070 -4.742 -2.457
H -0.643 -4.166 0.616
H -0.011 -5.803 0.410
H -1.715 -5.542 0.755
H -1.353 -6.623 -2.927
H -1.715 -7.210 -1.311
H -0.044 -6.936 -1.769
H 2.443 -2.359 -1.569
H 2.630 -2.673 -3.296
H 3.730 -3.413 -2.147
H 2.029 -4.494 0.031
H 3.324 -5.250 -0.897
H 1.786 -6.072 -0.730
H 1.847 -4.877 -4.314
H 1.569 -6.286 -3.273
H 3.160 -5.546 -3.361
```

The max |F| comes out at 0.0423 Eh/bohr. As for the spin multiplicity: 2. As for the energy above the lowest of the compared OMol25 structures with the same formula, charge and spin: 49.0 kcal per mole. As for the expectation value of S²: 0.7544. The net charge is +1. The HOMO energy (spin up / spin down) is -9.9569 / -11.3854 eV.

No. 3
DFT (ωB97M-V with the def2-TZVPD basis set) results for 4 unconnected molecules or ions with the total composition C31H61F3N4O5.

Geometry as XYZ:
```
104
C31H61F3N4O5 | the OMol25 dataset | ωB97M-V with the def2-TZVPD basis set
O -1.302 7.880 -3.322
N -0.312 6.955 -3.490
C 0.443 7.244 -4.698
C 1.901 6.973 -4.381
O 2.822 7.111 -5.462
C 2.437 7.835 -6.577
C 2.348 9.353 -6.369
F 1.124 9.837 -6.737
F 2.583 9.724 -5.097
F 3.255 9.999 -7.154
H -1.660 8.123 -4.187
H 0.111 6.562 -5.484
H 0.259 8.278 -4.976
H 2.206 7.630 -3.572
H 1.996 5.969 -3.991
H 1.527 7.481 -7.053
H 3.222 7.696 -7.311
C 4.079 1.039 -1.456
C 3.795 2.523 -1.788
C 4.499 3.440 -0.787
C 3.850 3.440 0.596
C 2.354 3.739 0.499
C 1.622 2.815 -0.474
N 2.330 2.804 -1.790
O 2.054 3.855 -2.478
C 1.527 1.401 0.119
C 0.196 3.305 -0.679
C 4.353 2.773 -3.183
H 4.950 0.689 -2.011
H 4.289 0.863 -0.404
H 3.247 0.399 -1.739
H 4.497 4.464 -1.176
H 5.545 3.135 -0.711
H 4.010 2.481 1.095
H 4.332 4.195 1.222
H 1.890 3.646 1.482
H 2.218 4.780 0.184
H 1.115 0.690 -0.595
H 0.869 1.402 0.987
H 2.471 0.998 0.468
H 0.154 4.342 -1.008
H -0.342 3.228 0.266
H -0.322 2.689 -1.416
H 3.847 2.147 -3.920
H 5.413 2.523 -3.190
H 4.255 3.814 -3.490
C 2.228 -5.048 2.386
C 1.620 -3.643 2.150
C 0.112 -3.779 1.897
C -0.213 -4.331 0.513
C 0.502 -3.510 -0.554
C 2.010 -3.384 -0.296
N 2.331 -2.931 1.069
O 1.964 -1.564 1.151
C 2.692 -4.729 -0.617
C 2.589 -2.381 -1.280
C 1.820 -2.870 3.445
H 2.213 -5.304 3.449
H 1.687 -5.846 1.872
H 3.269 -5.070 2.064
H -0.358 -2.798 1.996
H -0.340 -4.417 2.666
H 0.067 -5.389 0.438
H -1.295 -4.291 0.348
H 0.331 -3.951 -1.546
H 0.063 -2.508 -0.578
H 3.751 -4.682 -0.358
H 2.612 -4.944 -1.687
H 2.252 -5.579 -0.099
H 2.092 -1.417 -1.195
H 2.459 -2.748 -2.305
H 3.656 -2.236 -1.096
H 2.885 -2.750 3.658
H 1.357 -3.417 4.274
H 1.368 -1.883 3.391
C -6.304 -2.176 1.957
C -5.053 -3.085 1.919
C -5.447 -4.517 1.557
C -6.164 -5.256 2.687
C -5.348 -5.195 3.978
C -4.961 -3.772 4.379
N -4.331 -3.066 3.225
O -3.111 -3.442 3.075
C -6.194 -3.013 4.896
C -3.971 -3.813 5.535
C -4.135 -2.521 0.841
H -6.458 -1.707 0.986
H -7.221 -2.717 2.190
H -6.185 -1.372 2.681
H -4.546 -5.077 1.289
H -6.077 -4.492 0.664
H -7.163 -4.839 2.848
H -6.313 -6.299 2.401
H -5.906 -5.653 4.798
H -4.439 -5.789 3.848
H -5.952 -1.966 5.080
H -6.522 -3.452 5.839
H -7.048 -3.051 4.224
H -3.095 -4.413 5.303
H -4.458 -4.250 6.407
H -3.636 -2.809 5.796
H -3.819 -1.508 1.090
H -4.676 -2.491 -0.105
H -3.245 -3.128 0.697
```

The max |F| comes out at 0.0303 Eh/bohr. As for the spin multiplicity: 4. As for the expectation value of S²: 3.7618. The net charge is -1. The HOMO energy (spin up / spin down) is -1.7837 / -1.7837 eV.

No. 4
DFT (ωB97M-V with the def2-TZVPD basis set) results for a molecular structure, C31H62BCl6F5KMgN3O5.

Geometry as XYZ:
```
115
C31H62BCl6F5KMgN3O5 | the OMol25 dataset | ωB97M-V with the def2-TZVPD basis set
C -5.219 -1.896 4.127
C -5.620 -2.182 2.660
C -5.428 -0.965 1.731
C -4.087 -1.123 0.999
O -3.676 0.086 0.436
C -2.316 0.473 0.699
C -2.192 1.803 -0.063
C -0.803 2.459 -0.025
C -0.853 3.975 0.156
C -1.163 4.299 1.644
C 0.572 4.508 -0.142
C 0.843 4.434 -1.671
C 1.793 3.316 -2.028
C 2.050 2.958 -3.293
C 3.416 2.506 -3.700
C 0.994 2.962 -4.389
C -1.269 -0.491 0.096
C -0.009 -0.833 0.941
C 0.033 -2.379 1.151
C 1.232 -0.533 0.048
N 0.187 -0.059 2.178
O 1.240 -0.366 2.836
C -1.021 0.141 2.993
C -1.452 -1.117 3.767
C -0.634 1.150 4.115
C -2.165 0.805 2.207
H -6.078 -1.948 4.795
H -4.840 -0.877 4.189
H -4.427 -2.556 4.464
H -4.968 -2.978 2.300
H -6.634 -2.576 2.594
H -6.213 -1.055 0.984
H -5.467 -0.026 2.276
H -4.287 -1.820 0.176
H -3.351 -1.622 1.635
H -2.886 2.475 0.446
H -2.536 1.665 -1.085
H -0.339 2.270 -0.997
H -0.116 2.068 0.722
H -1.592 4.470 -0.476
H -0.640 5.209 1.923
H -0.714 3.533 2.265
H -2.235 4.367 1.837
H 0.708 5.515 0.264
H 1.392 3.909 0.368
H 1.322 5.345 -2.050
H -0.125 4.267 -2.151
H 2.251 2.772 -1.210
H 3.902 3.323 -4.233
H 3.356 1.642 -4.381
H 4.036 2.193 -2.860
H 0.043 2.650 -3.969
H 1.277 2.217 -5.134
H 0.947 3.942 -4.846
H -0.929 -0.026 -0.821
H -1.694 -1.440 -0.228
H 0.696 -2.658 1.963
H -0.985 -2.734 1.285
H 0.465 -2.787 0.246
H 1.611 0.474 0.206
H 1.024 -0.754 -0.993
H 2.023 -1.222 0.352
H -0.555 -1.443 4.296
H -1.746 -1.948 3.128
H -2.180 -0.865 4.530
H -0.365 0.654 5.044
H -1.495 1.784 4.322
H 0.147 1.816 3.753
H -2.003 1.873 2.295
H -3.072 0.612 2.780
B 0.899 6.768 -4.394
F -0.233 6.394 -3.694
F 1.742 5.705 -4.702
F 0.663 7.523 -5.519
F 1.440 7.590 -3.352
C 6.202 -1.097 -4.228
C 6.737 0.265 -4.517
O 6.360 1.288 -4.072
N 7.949 0.404 -5.444
C 7.526 0.596 -6.879
H 5.122 -1.083 -4.363
H 6.630 -1.845 -4.897
H 6.445 -1.358 -3.199
H 8.563 -0.406 -5.358
H 8.403 1.262 -5.123
H 6.905 -0.244 -7.177
H 8.424 0.631 -7.489
H 6.982 1.533 -6.951
N 1.824 -2.673 4.327
H 2.330 -3.473 3.947
H 0.883 -2.958 4.596
H 2.320 -2.307 5.140
H 1.756 -1.926 3.602
Cl 3.795 4.334 0.709
O -0.013 -5.353 -0.427
C 0.780 -5.936 0.244
O 1.767 -5.319 0.964
C 2.611 -6.319 1.573
C 1.766 -7.582 1.639
C 0.885 -7.441 0.401
H 3.499 -6.446 0.951
H 2.920 -5.976 2.560
H 2.358 -8.494 1.660
H 1.145 -7.566 2.536
H 1.360 -7.854 -0.489
H -0.096 -7.883 0.547
Mg -0.091 7.678 -2.038
F -2.528 6.733 -3.251
C -9.222 -4.514 1.601
Cl -8.227 -3.990 0.255
Cl -10.791 -5.042 1.032
Cl -8.424 -5.806 2.483
Cl -9.455 -3.115 2.722
Cl 1.870 2.958 2.126
K -8.962 -1.297 4.469
```

The max |F| comes out at 0.0471 Eh/bohr. As for the spin multiplicity: 2. As for the expectation value of S²: 1.7591. The net charge is +1. The HOMO energy (spin up / spin down) is -6.4258 / -4.9076 eV.